Here is a structure of composition C24H40AuN5 from the OMol25 dataset. Energies are from ωB97M-V with the def2-TZVPD basis set.

Atoms and positions in Å:
Au1 -0.072 -0.063 -0.280
N1 -3.921 2.319 3.364
C1 -3.243 1.553 2.230
C2 -2.185 0.601 2.781
C3 -0.811 1.234 3.109
N2 0.231 0.518 2.341
C4 -0.788 2.745 2.837
C5 -1.375 3.217 1.504
N3 -0.431 2.948 0.413
C6 -2.726 2.531 1.180
H1 -4.295 1.684 4.071
H2 -4.694 2.880 3.002
H3 -3.261 2.950 3.820
H4 -4.041 0.955 1.790
H5 -2.023 -0.137 1.994
H6 -2.587 0.062 3.642
H7 -0.604 1.116 4.176
H8 0.335 -0.416 2.727
H9 1.121 0.987 2.481
H10 0.239 3.109 2.921
H11 -1.321 3.242 3.654
H12 -1.540 4.296 1.593
H13 0.462 3.381 0.622
H14 -0.756 3.379 -0.446
H15 -2.587 1.942 0.273
H16 -3.499 3.273 0.962
N4 2.113 0.024 -0.455
C7 2.726 -0.036 -1.784
C8 2.045 0.475 -2.874
C9 2.642 0.451 -4.125
C10 3.908 -0.095 -4.283
C11 4.580 -0.614 -3.186
C12 3.992 -0.581 -1.930
H17 2.523 -0.706 0.120
H18 2.374 0.906 -0.020
H19 1.047 0.879 -2.742
H20 2.114 0.853 -4.980
H21 4.368 -0.123 -5.261
H22 5.568 -1.039 -3.301
H23 4.518 -0.982 -1.071
C13 -1.413 -3.320 2.283
C14 -1.261 -3.143 0.770
C15 -0.616 -4.376 0.128
C16 -2.590 -2.822 0.111
C17 -3.599 -3.753 0.125
C18 -4.837 -3.521 -0.475
C19 -5.079 -2.312 -1.124
C20 -4.124 -1.330 -1.182
C21 -4.385 -0.030 -1.918
C22 -4.488 -0.290 -3.427
C23 -5.647 0.671 -1.398
C24 -2.835 -1.552 -0.545
N5 -1.993 -0.554 -0.583
H24 -0.433 -3.477 2.739
H25 -2.028 -4.190 2.516
H26 -1.878 -2.445 2.746
H27 -0.590 -2.299 0.598
H28 -1.233 -5.263 0.277
H29 0.358 -4.573 0.578
H30 -0.481 -4.233 -0.945
H31 -3.430 -4.703 0.616
H32 -5.605 -4.282 -0.444
H33 -6.038 -2.143 -1.599
H34 -3.526 0.626 -1.756
H35 -5.281 -1.005 -3.642
H36 -3.552 -0.693 -3.818
H37 -4.711 0.636 -3.958
H38 -6.548 0.201 -1.792
H39 -5.659 1.715 -1.716
H40 -5.710 0.636 -0.307

As for the frontier orbital gap (spin up / spin down): 7.82 / 6.98 eV. For the total energy, the calculation gives -1347.40775 Eh. As for the total charge: +2. Its spin multiplicity is 3. Its expectation value of S² is 2.05.

Mulliken atomic charge list, values in e, 2 entries:
1 Au 0.522
2 N -0.050


Here is a structure of composition C7H12 from the OMol25 dataset. Energies are from ωB97M-V with the def2-TZVPD basis set.

Atoms and positions in Å:
C1 -2.818 0.018 0.300
C2 -1.469 -0.262 -0.358
C3 -0.504 0.919 -0.235
C4 0.826 0.711 -0.919
C5 2.060 1.347 -0.364
C6 2.177 0.026 -0.204
C7 2.664 -0.899 0.877
H1 -2.696 0.240 1.366
H2 -3.309 0.881 -0.165
H3 -3.493 -0.840 0.212
H4 -1.013 -1.152 0.100
H5 -1.615 -0.504 -1.419
H6 -0.319 1.163 0.818
H7 -0.946 1.813 -0.696
H8 1.304 -0.620 -0.810
H9 0.769 0.512 -1.993
H10 3.461 -0.383 1.420
H11 3.055 -1.840 0.479
H12 1.865 -1.132 1.591

As for the frontier orbital gap: 9.55 eV. For the total energy, the calculation gives -273.72615 Eh. As for the total charge: 0. The value obtained for the energy relative to the best compared isomer or geometry (same formula, charge and spin) is 4.964 eV. Its spin multiplicity is 1.

Mulliken atomic charge list, values in e, 2 entries:
1 C -1.272
2 C -0.259


Here is a structure of composition C33H47N5O3P4RuSbSe4 in a non-equilibrium geometry from the OMol25 dataset. Energies are from ωB97M-V with the def2-TZVPD basis set.

Atoms and positions in Å:
Ru1 -0.650 0.353 0.497
C1 5.947 0.578 0.125
N1 5.083 -0.607 0.115
C2 5.832 -1.853 -0.044
P1 3.618 -0.435 0.811
O1 2.737 0.624 0.271
O2 2.994 -1.921 0.496
P2 1.564 -2.240 -0.118
O3 0.443 -1.545 0.608
N2 1.634 -1.861 -1.686
C3 2.919 -1.727 -2.387
C4 0.578 -0.991 -2.229
N3 1.401 -3.845 0.069
C5 2.059 -4.802 -0.820
C6 1.123 -4.373 1.410
N4 3.787 -0.316 2.416
C7 4.783 -1.079 3.163
C8 2.710 0.231 3.240
H1 6.510 0.653 1.060
H2 5.359 1.482 -0.022
H3 6.652 0.500 -0.702
H4 6.684 -1.880 0.639
H5 6.218 -1.927 -1.063
H6 5.207 -2.718 0.151
H7 3.646 -2.453 -2.032
H8 3.338 -0.728 -2.259
H9 2.754 -1.926 -3.445
H10 -0.411 -1.433 -2.110
H11 0.759 -0.873 -3.297
H12 0.608 0.011 -1.780
H13 2.088 -4.431 -1.842
H14 1.488 -5.729 -0.813
H15 3.077 -5.025 -0.484
H16 0.557 -3.652 1.993
H17 2.052 -4.616 1.933
H18 0.530 -5.283 1.320
H19 5.565 -1.459 2.514
H20 4.318 -1.926 3.674
H21 5.254 -0.441 3.912
H22 1.952 0.696 2.613
H23 3.108 0.989 3.917
H24 2.259 -0.563 3.843
C9 -3.709 0.178 -2.219
N5 -3.469 0.201 -0.759
P3 -2.600 1.485 -0.038
C10 -2.368 2.773 -1.258
C11 -1.490 2.581 -2.327
C12 -1.249 3.609 -3.216
C13 -1.859 4.847 -3.035
C14 -2.710 5.051 -1.966
C15 -2.967 4.016 -1.075
C16 -3.642 2.122 1.273
C17 -5.008 2.197 0.980
C18 -5.894 2.690 1.922
C19 -5.428 3.095 3.169
C20 -4.078 3.006 3.468
C21 -3.182 2.520 2.523
P4 -2.610 -1.132 -0.077
C22 -3.111 -1.087 1.661
C23 -2.099 -1.032 2.621
C24 -2.412 -0.846 3.967
C25 -3.738 -0.741 4.350
C26 -4.753 -0.833 3.397
C27 -4.445 -1.007 2.061
C28 -3.341 -2.630 -0.720
C29 -4.704 -2.717 -1.005
C30 -5.241 -3.934 -1.393
C31 -4.426 -5.056 -1.500
C32 -3.070 -4.970 -1.220
C33 -2.524 -3.755 -0.832
H25 -3.996 1.168 -2.561
H26 -4.519 -0.507 -2.445
H27 -2.824 -0.136 -2.781
H28 -0.993 1.626 -2.475
H29 -0.584 3.448 -4.055
H30 -1.664 5.655 -3.727
H31 -3.178 6.014 -1.817
H32 -3.630 4.191 -0.239
H33 -5.384 1.868 0.019
H34 -6.947 2.758 1.683
H35 -6.122 3.475 3.908
H36 -3.719 3.317 4.440
H37 -2.132 2.459 2.775
H38 -1.067 -1.229 2.347
H39 -1.623 -0.810 4.706
H40 -3.993 -0.603 5.392
H41 -5.788 -0.765 3.708
H42 -5.245 -1.046 1.329
H43 -5.347 -1.850 -0.917
H44 -6.296 -4.012 -1.615
H45 -4.854 -6.001 -1.805
H46 -2.440 -5.845 -1.308
H47 -1.463 -3.686 -0.611
Se1 0.267 6.319 0.441
Sb1 1.589 4.423 0.219
Se2 3.454 4.304 1.784
Se3 2.363 3.875 -2.071
Se4 0.210 2.357 1.084

As for the frontier orbital gap (spin up / spin down): 6.67 / 5.27 eV. For the total energy, the calculation gives -13091.11441 Eh. As for the total charge: +2. The value obtained for the energy relative to the best compared isomer or geometry (same formula, charge and spin) is 0.520 eV. Its spin multiplicity is 6. Its expectation value of S² is 8.80.

Mulliken atomic charge list, values in e, 2 entries:
1 Ru 0.782
2 C -0.965


Here is the molecule C5H3NO from the OMol25 dataset. Energies are from ωB97M-V with the def2-TZVPD basis set.

Atoms and positions in Å:
C1 1.539 0.787 -0.116
C2 1.152 -0.409 0.201
C3 0.015 -0.930 0.730
C4 0.074 0.785 0.311
O1 -0.926 0.889 -0.647
N1 -1.568 -0.339 -0.917
C5 -1.034 -1.278 -0.224
H1 2.349 1.473 -0.269
H2 -0.138 1.291 1.252
H3 -1.463 -2.270 -0.320

As for the frontier orbital gap: 9.19 eV. For the total energy, the calculation gives -322.06328 Eh. As for the total charge: 0. The value obtained for the energy relative to the best compared isomer or geometry (same formula, charge and spin) is 6.218 eV. Its spin multiplicity is 1.

Mulliken atomic charge list, values in e, 2 entries:
1 C -0.652
2 C 0.415


Here is a structure of composition C16H22HgN4O2SSi in a non-equilibrium geometry from the OMol25 dataset. Energies are from ωB97M-V with the def2-TZVPD basis set.

Atoms and positions in Å:
Hg1 2.435 1.009 0.176
C1 -4.088 2.655 2.336
Si1 -3.312 1.363 1.173
C2 -2.969 -0.167 2.221
C3 -4.666 0.926 -0.085
C4 -1.939 2.259 0.244
C5 -2.319 3.178 -0.723
C6 -1.383 3.933 -1.415
C7 -0.053 3.721 -1.111
N1 0.358 2.848 -0.203
C8 -0.543 2.112 0.475
S1 0.064 1.019 1.664
H1 -5.006 2.268 2.787
H2 -4.341 3.568 1.793
H3 -3.403 2.923 3.142
H4 -3.903 -0.548 2.645
H5 -2.290 0.074 3.035
H6 -2.504 -0.958 1.632
H7 -5.506 0.429 0.406
H8 -4.286 0.263 -0.864
H9 -5.056 1.824 -0.570
H10 -3.374 3.309 -0.945
H11 -1.674 4.646 -2.175
H12 0.733 4.281 -1.610
C9 2.030 -2.792 0.852
C10 3.349 -2.329 1.358
N2 3.620 -1.127 1.800
C11 4.931 -1.141 2.200
C12 5.464 -2.378 2.005
N3 4.443 -3.131 1.471
H13 1.389 -1.924 0.709
H14 1.553 -3.467 1.567
H15 2.147 -3.314 -0.099
H16 5.397 -0.257 2.601
H17 6.449 -2.777 2.173
H18 4.509 -4.083 1.163
O1 3.639 -1.765 -1.871
C13 2.487 -1.551 -2.233
C14 1.785 -2.385 -3.327
C15 0.384 -1.795 -3.381
C16 0.437 -0.638 -2.359
O2 -0.504 0.108 -2.151
N4 1.655 -0.600 -1.762
H19 1.809 -3.440 -3.050
H20 2.337 -2.267 -4.261
H21 -0.396 -2.495 -3.079
H22 0.111 -1.390 -4.356

As for the frontier orbital gap (spin up / spin down): 6.54 / 6.40 eV. For the total energy, the calculation gives -1833.63353 Eh. As for the total charge: -1. The value obtained for the energy relative to the best compared isomer or geometry (same formula, charge and spin) is 0.179 eV. Its spin multiplicity is 2. Its expectation value of S² is 0.76.

Mulliken atomic charge list, values in e, 2 entries:
1 Hg 0.468
2 C -1.143


Here is a cluster of 2 separate species, CH3NO2S in total in a non-equilibrium geometry from the OMol25 dataset. Energies are from ωB97M-V with the def2-TZVPD basis set.

Atoms and positions in Å:
C1 0.247 0.109 -0.142
N1 1.144 -1.101 2.270
O1 1.707 -1.923 2.900
O2 1.865 -1.733 -1.163
S1 1.866 -0.757 -0.014
H1 -0.377 0.375 0.748
H2 -0.378 -0.572 -0.750
H3 0.519 1.007 -0.680

As for the frontier orbital gap (spin up / spin down): 6.88 / 6.89 eV. For the total energy, the calculation gives -643.16979 Eh. As for the total charge: 0. The value obtained for the energy relative to the best compared isomer or geometry (same formula, charge and spin) is 3.929 eV. Its spin multiplicity is 1.

Mulliken atomic charge list, values in e, 2 entries:
1 C -0.711
2 N 0.138